# 1
Formula: C25H28BrCl5InN8O11S2
Source: the OMol25 dataset
Level of theory: the ωB97M-V functional and the def2-TZVPD basis

## Properties
HOMO level: -6.1 eV
E: -8096.85924 Ha
Net charge: -1
Orbital gap: 8.0 eV
Multiplicity: 1

Structure (XYZ):
```
81
Properties=species:S:1:pos:R:3:forces:R:3
In -0.8365 0.0556 -0.1155 0.0 -0.2 -0.1
O 1.7139 2.8451 0.9431 0.0 0.0 0.0
S 1.4048 1.7453 0.0693 0.0 -0.1 0.0
O 0.1287 1.9508 -0.7241 0.0 0.0 0.0
O 1.0335 0.4952 0.8950 0.0 0.0 0.0
O 2.4926 1.3857 -0.8517 0.0 0.0 0.0
Cl -6.7327 1.0926 3.7295 0.0 0.0 0.0
C -5.2444 0.4852 3.0998 0.0 0.0 0.0
C -4.0783 1.2461 3.1835 0.0 0.0 0.0
Cl -4.1302 2.8135 3.9039 0.0 0.0 0.0
C -2.8844 0.7631 2.6763 0.0 0.0 0.0
Cl -1.4512 1.7132 2.6984 0.0 0.0 0.0
C -2.8007 -0.4963 2.0442 0.0 0.0 0.0
O -1.6906 -0.9402 1.5315 0.0 0.0 0.0
C -3.9919 -1.2422 1.9787 0.0 0.0 0.0
Cl -3.9250 -2.7806 1.1895 0.0 0.0 0.0
C -5.1904 -0.7648 2.4945 0.0 0.0 0.0
Cl -6.6228 -1.7198 2.3703 0.0 0.0 0.0
C -2.8564 -1.2978 -4.9894 0.0 0.0 0.0
N -2.9422 -1.4492 -3.5501 0.0 -0.1 0.0
C -4.2430 -1.7326 -2.9704 0.0 0.0 0.0
C -1.9166 -1.1642 -2.7158 0.0 0.0 0.0
N -1.9299 -1.3921 -1.4483 0.0 0.0 0.0
N -0.8124 -0.5664 -3.3276 0.0 0.0 0.0
C 0.4077 -0.3359 -2.6964 0.0 0.0 0.0
N 1.2554 0.4933 -3.3609 0.0 0.0 0.0
N 0.6966 -0.9093 -1.5767 0.0 0.1 0.1
H -3.1593 -0.2950 -5.3095 0.0 0.0 0.0
H -3.5157 -2.0256 -5.4604 0.0 0.0 0.0
H -1.8433 -1.4957 -5.3314 0.0 0.0 0.0
H -5.0081 -1.5505 -3.7207 0.0 0.0 0.0
H -4.4397 -1.0627 -2.1313 0.0 0.0 0.0
H -4.3216 -2.7680 -2.6260 0.0 0.0 0.0
H -2.7519 -1.8672 -1.0999 0.0 0.0 0.0
H -1.0922 0.1771 -3.9513 0.0 0.0 0.0
H 0.8458 1.1121 -4.0427 0.0 0.0 0.0
H 1.9006 0.9606 -2.7187 0.0 0.0 0.0
H 1.6314 -0.6309 -1.2814 0.0 0.0 0.0
C 7.7354 -2.7708 2.3966 0.0 0.0 0.0
C 6.3155 -2.2213 2.3776 0.0 0.0 0.0
S 6.2616 -0.7046 3.3155 0.0 0.0 0.0
O 7.0191 0.2915 2.6016 0.0 0.0 0.0
O 6.6154 -1.0323 4.6776 0.0 0.0 0.0
C 4.5452 -0.2146 3.3481 0.0 0.0 0.0
C 3.9858 0.4093 2.0767 0.0 0.0 0.0
N 4.1499 -0.4399 0.8996 0.0 0.0 0.0
C 3.5050 -1.6153 0.6847 0.0 0.0 0.0
N 3.8817 -2.1900 -0.4463 0.0 0.0 0.0
C 4.7969 -1.3533 -1.0004 0.0 0.0 0.0
C 4.9802 -0.2727 -0.1878 0.0 0.0 0.0
N 5.7901 0.8707 -0.4833 0.0 0.0 0.0
O 5.7219 1.8568 0.2182 0.0 0.0 0.0
O 6.5091 0.7665 -1.4661 0.0 0.0 0.0
C 2.4951 -2.1934 1.6118 0.0 0.0 0.0
H 7.7745 -3.6876 1.8093 0.0 0.0 0.0
H 8.0555 -2.9892 3.4140 0.0 0.0 0.0
H 8.4279 -2.0527 1.9588 0.0 0.0 0.0
H 5.6051 -2.9068 2.8417 0.0 0.0 0.0
H 5.9913 -1.9922 1.3634 0.0 0.0 0.0
H 4.5163 0.5218 4.1537 0.0 0.0 0.0
H 3.9845 -1.0868 3.6845 0.0 0.0 0.0
H 4.4655 1.3568 1.8672 0.0 0.0 0.0
H 2.9196 0.5927 2.2073 0.0 0.0 0.0
H 5.2677 -1.5383 -1.9499 0.0 0.0 0.0
H 2.9579 -2.6195 2.5050 0.0 0.0 0.0
H 1.9820 -2.9937 1.0837 0.0 0.0 0.0
H 1.7678 -1.4385 1.9085 0.0 0.0 0.0
Br -5.3641 1.8061 -3.8463 0.0 0.0 0.0
C -5.3863 2.6256 -2.1262 0.0 0.0 0.0
C -6.5099 3.3905 -1.8431 0.0 0.0 0.0
C -6.6325 4.0067 -0.6092 0.0 0.0 0.0
C -5.6355 3.8525 0.3431 0.0 0.0 0.0
C -4.5280 3.0780 0.0512 0.0 0.0 0.0
C -4.3756 2.4510 -1.1870 -0.1 -0.1 0.0
C -3.1282 1.6129 -1.3888 0.2 0.4 0.1
O -2.6605 1.1683 -0.2826 0.0 -0.1 0.0
O -2.6385 1.4568 -2.5040 -0.1 -0.1 -0.1
H -7.2846 3.4933 -2.5901 0.0 0.0 0.0
H -7.5117 4.6009 -0.3947 0.0 0.0 0.0
H -5.7225 4.3215 1.3144 0.0 0.0 0.0
H -3.7453 2.9360 0.7843 0.0 0.0 0.0
```
Forces are in eV/Å.

***

# 2
Formula: C25H28Cl5N3PSc
Source: the OMol25 dataset
Level of theory: the ωB97M-V functional and the def2-TZVPD basis

## Properties
HOMO level: -14.2 eV
E: -4536.33502 Ha
Net charge: +2
Orbital gap: 8.0 eV
Multiplicity: 1

Structure (XYZ):
```
63
Properties=species:S:1:pos:R:3:forces:R:3
Sc -0.7069 0.2648 0.9168 -0.2 0.5 0.2
C 0.3677 -1.5245 3.1972 -0.2 -0.2 0.0
C -0.7708 -2.2219 2.4164 0.2 0.0 0.1
N -1.8519 -1.2782 2.0593 0.0 -0.3 0.0
C -2.6702 -0.8153 3.2040 0.0 0.4 0.1
C -3.0376 0.6617 3.0222 0.0 -0.3 0.0
N -1.9178 1.4392 2.4353 -0.1 0.3 0.3
C -0.9224 1.9486 3.4090 0.2 -0.2 0.1
C -0.0502 0.8283 3.9714 -0.2 0.2 -0.1
N 0.4693 -0.0674 2.8899 0.2 0.0 0.3
H 0.2379 -1.6662 4.2699 0.0 0.0 0.0
H 1.3029 -2.0140 2.9288 0.0 0.0 0.0
H -0.3829 -2.6321 1.4792 0.0 0.0 0.0
H -1.1439 -3.0601 3.0080 0.0 0.0 -0.1
H -2.4682 -1.7401 1.3914 0.0 0.0 -0.1
H -3.5849 -1.4012 3.2913 0.0 -0.1 0.0
H -2.1140 -0.9710 4.1248 0.0 -0.1 0.0
H -3.8759 0.7306 2.3293 0.0 0.1 0.0
H -3.3551 1.0873 3.9769 0.0 0.0 0.0
H -2.3382 2.2592 2.0053 0.0 0.0 -0.1
H -0.2926 2.6713 2.8834 -0.1 0.1 0.0
H -1.4062 2.4671 4.2404 0.0 0.1 0.0
H 0.7732 1.2853 4.5194 0.0 -0.1 0.0
H -0.6154 0.2381 4.6870 0.0 0.0 0.0
H 1.4567 0.1458 2.8042 0.0 0.0 -0.1
Cl -0.6616 2.7200 -0.2474 0.3 0.2 0.2
C -1.8460 1.8049 -1.1772 -0.3 -0.7 0.0
C -2.0558 0.5097 -0.7240 -0.6 0.0 -0.5
C -2.9487 -0.2484 -1.4691 0.1 0.2 0.0
Cl -3.2363 -1.8914 -0.9781 0.0 -0.2 0.0
C -3.5924 0.2430 -2.6031 0.0 -0.1 0.0
Cl -4.6659 -0.7459 -3.4953 0.0 0.1 0.0
C -3.3356 1.5582 -3.0127 0.0 0.0 0.0
Cl -4.0894 2.1786 -4.4099 0.0 0.0 0.0
C -2.4492 2.3616 -2.2884 0.1 0.2 -0.1
Cl -2.1072 3.9672 -2.7705 0.0 0.0 0.0
C 0.6399 -2.4883 -1.3483 -0.1 0.1 0.2
P 1.0567 -0.7835 -0.8199 0.7 -0.3 -0.8
C 2.8670 -0.8416 -0.6341 -0.2 0.1 0.2
C 3.4785 -0.5042 0.5694 -0.1 0.0 -0.1
C 4.8601 -0.5338 0.6884 0.0 0.0 0.1
C 5.6349 -0.9029 -0.3996 0.0 0.0 0.0
C 5.0303 -1.2449 -1.6036 0.0 0.0 0.0
C 3.6518 -1.2127 -1.7256 0.0 0.0 0.0
C 0.8433 0.2043 -2.3393 -0.1 0.0 0.1
C 0.0004 -0.2150 -3.3665 0.0 0.0 0.1
C -0.1578 0.5750 -4.4956 -0.1 0.0 -0.1
C 0.5087 1.7871 -4.6000 0.0 0.0 0.0
C 1.3526 2.2061 -3.5792 0.0 0.0 0.0
C 1.5234 1.4175 -2.4537 0.0 -0.1 0.1
H 1.0762 -3.1977 -0.6450 0.0 0.0 0.0
H 1.0608 -2.6675 -2.3364 0.0 0.0 0.0
H -0.4396 -2.6340 -1.3835 0.0 0.0 -0.1
H 2.8700 -0.2164 1.4200 0.1 0.0 0.0
H 5.3308 -0.2703 1.6263 0.0 0.0 0.0
H 6.7126 -0.9225 -0.3096 0.0 0.0 0.0
H 5.6368 -1.5319 -2.4520 0.0 0.0 0.0
H 3.1931 -1.4650 -2.6740 0.0 0.0 0.0
H -0.5223 -1.1621 -3.3013 0.0 0.0 0.0
H -0.7990 0.2375 -5.3007 0.0 0.0 0.0
H 0.3835 2.4005 -5.4824 0.0 0.0 0.0
H 1.8876 3.1425 -3.6686 0.0 0.0 0.0
H 2.2049 1.7312 -1.6706 0.0 0.0 0.0
```
Forces are in eV/Å.

***

# 3
Formula: C25H28ClN5O6PtS
Source: the OMol25 dataset
Level of theory: the ωB97M-V functional and the def2-TZVPD basis

## Properties
HOMO level (spin up / spin down): -8.2 / -9.0 eV
Expectation value of S²: 2.01
E: -2672.31833 Ha
Orbital gap (spin up / spin down): 8.4 / 7.8 eV
Multiplicity: 3

Structure (XYZ):
```
67
Properties=species:S:1:pos:R:3:forces:R:3
Pt -2.7859 0.1902 1.2726 0.2 -0.3 0.7
C 3.1721 -4.5326 -1.0708 -0.1 0.2 0.2
C 2.7607 -3.7976 0.2144 0.2 0.0 0.0
C 1.2885 -4.0979 0.5174 0.2 0.1 -0.1
C 3.5893 -4.3952 1.3634 0.0 0.1 -0.2
C 3.0699 -2.2642 0.0819 -0.4 0.0 -0.2
O 4.4756 -2.0718 0.1946 0.3 0.1 0.1
C 2.6596 -1.5911 -1.2565 -0.1 -0.1 0.2
C 1.2518 -1.7798 -1.8440 0.2 0.1 0.0
C 1.0687 -0.8727 -3.0324 -0.1 -0.1 0.0
C 0.2421 0.2413 -2.9717 0.1 -0.1 -0.1
C 0.0882 1.0728 -4.0666 0.0 0.1 -0.1
C 0.7593 0.7815 -5.2415 0.0 -0.1 0.2
Cl 0.5700 1.8108 -6.6195 0.0 0.1 -0.1
C 1.5772 -0.3334 -5.3293 0.0 0.1 -0.1
C 1.7279 -1.1490 -4.2243 -0.1 0.1 0.0
C 2.5432 -1.4328 1.2929 1.0 -0.5 -0.1
N 1.3489 -0.6858 1.0523 -1.1 -0.2 0.2
C 0.0702 -1.0240 1.2485 0.1 0.0 0.0
N -0.7089 -0.0522 0.8073 0.0 0.0 0.3
C 0.1550 0.8877 0.3594 0.3 -0.1 0.1
N 1.4008 0.5248 0.4956 0.5 0.8 -0.4
H 3.0209 -5.6019 -0.9383 0.0 -0.1 0.0
H 4.2262 -4.3789 -1.2967 0.1 0.0 -0.1
H 2.5839 -4.2193 -1.9277 0.0 0.0 -0.1
H 1.1197 -5.1685 0.4223 -0.1 -0.1 0.0
H 0.6086 -3.5929 -0.1578 -0.2 0.0 -0.1
H 1.0405 -3.8238 1.5391 -0.1 0.0 0.2
H 3.4238 -5.4686 1.4037 -0.1 -0.1 0.0
H 3.3051 -3.9776 2.3248 0.0 0.0 0.2
H 4.6506 -4.2155 1.2233 0.1 0.0 0.0
H 4.9177 -2.5249 -0.5316 -0.1 0.0 0.0
H 3.3776 -1.9168 -2.0133 0.1 0.0 0.0
H 2.8258 -0.5197 -1.1118 0.1 -0.1 -0.1
H 0.4766 -1.5559 -1.1151 -0.1 -0.1 0.0
H 1.1155 -2.8109 -2.1745 -0.1 0.0 0.1
H -0.3053 0.4673 -2.0697 -0.1 0.0 0.1
H -0.5553 1.9355 -4.0065 -0.1 0.1 0.0
H 2.0836 -0.5614 -6.2534 0.0 0.0 -0.1
H 2.3608 -2.0216 -4.2967 0.1 -0.1 0.0
H 3.3388 -0.7154 1.5091 -0.2 0.0 0.1
H 2.4011 -2.0658 2.1663 -0.1 0.1 0.0
H -0.2688 -1.9347 1.7012 0.0 -0.1 0.1
H -0.1437 1.8280 -0.0551 -0.1 0.1 -0.1
O -4.9713 0.0253 3.1793 -0.8 0.0 -0.4
C -3.9710 0.0667 4.0005 -0.2 -0.3 1.0
O -2.7982 -0.0730 3.7342 0.6 -0.1 -0.6
H -4.3183 0.1700 5.0424 0.1 0.1 -0.3
N -5.6973 -0.0937 0.9914 -0.2 0.0 -0.7
C -4.7117 -0.0078 1.7387 0.0 0.6 0.2
H -6.6343 -0.1288 1.3858 0.2 -0.1 0.4
O -2.5991 2.2140 -0.4436 0.1 0.2 -0.1
C -2.4997 2.8650 0.6004 0.1 0.3 -0.8
N -2.2078 2.2834 1.7664 -0.4 -0.7 0.7
S -2.6517 3.2209 3.0494 0.0 0.1 0.3
O -3.9225 2.7495 3.5343 -0.1 0.3 -0.1
O -1.6067 3.3623 4.0172 0.2 0.0 -0.2
C -2.7825 4.7158 2.0646 0.1 -0.7 -0.2
C -2.8722 6.0319 2.4466 0.0 0.1 0.2
C -2.8074 6.9976 1.4477 0.0 -0.1 0.1
C -2.6798 6.6334 0.1154 0.0 0.0 -0.1
C -2.6118 5.2996 -0.2600 0.0 -0.2 0.2
C -2.6449 4.3370 0.7369 -0.2 0.6 -0.1
H -2.9753 6.2937 3.4875 0.0 0.1 0.1
H -2.8372 8.0415 1.7149 -0.1 0.1 0.0
H -2.6155 7.4019 -0.6389 0.0 0.1 -0.1
H -2.5084 5.0083 -1.2931 0.0 0.0 -0.1
```
Forces are in eV/Å.

***

# 4
Formula: C25H28CoF5O2S
Source: the OMol25 dataset
Level of theory: the ωB97M-V functional and the def2-TZVPD basis

## Properties
HOMO level (spin up / spin down): -2.7 / -3.7 eV
Expectation value of S²: 3.78
E: -3400.03146 Ha
Net charge: -1
Orbital gap (spin up / spin down): 5.2 / 6.2 eV
Multiplicity: 4

Structure (XYZ):
```
62
Properties=species:S:1:pos:R:3:forces:R:3
O 3.1066 0.4445 -1.6074 1.5 -0.3 -0.3
C 4.3908 -0.0035 -2.1037 0.3 -0.3 -0.2
C 5.1522 0.3927 -0.8258 -0.4 0.0 -0.4
H 4.7411 0.5017 -3.0182 -0.4 -0.1 0.1
H 4.3991 -1.0967 -2.2511 -0.1 0.3 -0.2
C 3.7329 0.7288 -0.3133 -0.4 -0.2 0.3
H 5.7957 1.2707 -0.8815 0.0 0.0 -0.2
H 5.7106 -0.4471 -0.3917 -0.4 0.4 0.3
C 3.4474 2.1625 0.0561 0.1 -0.1 0.4
H 3.6760 2.8094 -0.7973 0.1 -0.1 0.6
H 4.0653 2.4290 0.9272 -0.2 0.1 -0.2
H 2.3766 2.2433 0.3049 0.4 0.2 -0.1
C 3.2079 -0.2341 0.7146 -0.1 0.0 -0.1
H 3.4407 -1.2635 0.4211 -0.1 0.1 0.2
H 2.1185 -0.1253 0.7484 0.3 -0.1 0.2
H 3.6649 0.0048 1.6811 -0.2 -0.2 0.0
Co -0.9539 -0.5669 1.3060 0.3 -4.6 -3.5
C -0.3801 -3.0623 1.9998 0.8 -0.4 -1.4
C -0.9780 -3.6948 0.8908 1.6 0.4 -0.4
C -0.4453 -3.1091 -0.3108 0.8 -0.3 1.0
H -1.6423 -4.5516 0.9094 -0.2 0.4 0.1
C 0.5082 -2.1169 0.0402 -0.3 -0.9 0.8
C 0.5740 -2.0766 1.5014 -0.6 -1.3 -0.9
H 1.4167 -1.6983 2.0747 -0.4 0.1 -0.1
H -0.5327 -3.3326 3.0404 -0.1 0.2 -0.1
H -0.6726 -3.4361 -1.3201 -0.2 0.2 0.1
H 1.1883 -1.5862 -0.6254 -0.3 -0.1 0.1
C -2.0227 -0.1171 2.9325 -0.2 1.7 1.5
C -0.6372 -0.3027 3.2131 -0.2 2.1 1.5
C 0.1121 0.6627 2.4348 -0.4 1.1 1.2
H -0.2571 -0.9728 3.9681 0.1 -0.1 -0.3
C -0.8283 1.4071 1.6326 -0.4 0.7 1.1
C -2.1508 0.9438 1.9813 0.1 1.5 1.2
H -3.0954 1.3575 1.6200 0.5 -0.4 -0.1
H -2.8339 -0.6131 3.4536 0.1 -0.1 -0.4
H 1.1749 0.8527 2.5224 -0.2 -0.2 -0.3
H -0.5814 2.1646 0.8987 -0.1 0.0 0.2
O 1.2582 2.3855 -2.0193 0.8 1.3 -1.9
C 2.1781 3.3229 -2.6373 0.3 0.4 1.1
C 1.9267 3.4783 -4.1391 -0.2 -0.3 0.3
H 3.2084 2.9745 -2.4506 -0.5 0.1 -0.2
H 2.0554 4.3063 -2.1317 0.1 -0.5 -0.1
C 0.6767 2.6292 -4.3957 0.2 -0.3 0.0
H 2.7772 3.0903 -4.7028 -0.1 0.1 0.0
H 1.7794 4.5240 -4.4116 0.0 -0.1 0.0
C 0.3270 1.9959 -3.0335 -0.8 -0.2 0.7
H 0.9216 1.8641 -5.1291 -0.2 -0.1 0.0
H -0.1452 3.2157 -4.8104 0.0 0.0 0.2
H 0.3295 0.8898 -3.0647 -0.2 0.5 0.0
H -0.6359 2.3936 -2.6629 0.0 -0.6 -0.4
F -8.0480 -2.5132 2.6279 0.1 0.1 0.0
C -6.8325 -2.2135 2.1293 0.3 -0.1 -0.1
C -5.7109 -2.9499 2.5227 0.1 0.2 -0.1
F -5.8444 -3.9410 3.4377 0.0 0.5 -0.4
C -4.4652 -2.6558 1.9709 0.2 0.1 0.2
F -3.3886 -3.3611 2.4280 -1.1 0.6 -0.4
C -4.3016 -1.6438 0.9964 0.3 0.1 0.3
S -2.8011 -1.3305 0.1622 -1.1 -0.4 -1.3
C -5.4515 -0.9092 0.6486 0.2 -0.1 0.3
F -5.3262 0.1299 -0.2062 -0.4 -0.5 0.3
C -6.6955 -1.1836 1.1997 0.2 -0.1 0.0
F -7.7801 -0.4672 0.8449 0.1 -0.1 0.1
```
Forces are in eV/Å.

***

> The highest E belongs to which entry?

C25H28ClN5O6PtS